The following is a quantum chemistry calculation of a molecular structure, C31H29Br2IrN2O3P2S, from the OMol25 dataset.

Positions of all 71 atoms, in Å:
Ir  0.5418  -0.0100  0.9316
Br  -5.7811  -1.2812  2.6859
C  -4.0460  -0.8964  2.1550
C  -3.7935  0.0853  1.1996
C  -2.4922  0.3245  0.8237
N  -1.4513  -0.3468  1.3406
C  -1.6850  -1.2503  2.3182
C  -2.9671  -1.5592  2.7303
C  -0.4732  -1.7811  2.9730
C  -0.4696  -2.7870  3.9122
C  0.7359  -3.1554  4.5129
Br  0.7732  -4.5144  5.7699
C  1.9033  -2.4896  4.1508
C  1.8376  -1.5056  3.1920
N  0.6738  -1.1509  2.6198
H  -4.6004  0.6529  0.7572
H  -2.2584  1.0803  0.0840
H  -3.1349  -2.2848  3.5125
H  -1.3830  -3.2965  4.1819
H  2.8543  -2.7431  4.5976
H  2.7243  -0.9842  2.8588
O  3.9600  -1.9053  0.3630
S  2.8360  -1.1652  -0.0630
O  1.4898  -1.8245  0.0380
O  2.5863  0.1332  0.7069
C  2.9907  -0.6452  -1.7222
C  4.1950  -0.7951  -2.3777
C  4.3061  -0.3277  -3.6870
C  3.2272  0.2827  -4.3023
C  2.0168  0.4359  -3.6289
C  1.8838  -0.0320  -2.3258
P  0.2455  0.0237  -1.5575
C  -0.4628  1.5773  -2.0535
C  -1.7620  1.7122  -2.5721
C  -2.1891  2.9461  -3.0188
C  -1.3388  4.0532  -2.9513
C  -0.0496  3.9275  -2.4429
C  0.3871  2.7007  -1.9843
C  -0.6607  -1.4247  -2.0624
C  0.0454  -2.4462  -2.7100
C  -0.6189  -3.5825  -3.1370
C  -1.9819  -3.7189  -2.9151
C  -2.6892  -2.7149  -2.2597
C  -2.0355  -1.5771  -1.8290
H  5.0288  -1.2701  -1.8778
H  5.2409  -0.4449  -4.2182
H  3.3153  0.6413  -5.3190
H  1.1800  0.8981  -4.1368
H  -2.4035  0.8503  -2.6902
H  -3.1731  3.0492  -3.4560
H  -1.6808  5.0128  -3.3166
H  0.6107  4.7839  -2.4185
H  1.3993  2.5911  -1.6097
H  1.1068  -2.3575  -2.8947
H  -0.0696  -4.3618  -3.6470
H  -2.4975  -4.6074  -3.2545
H  -3.7530  -2.8206  -2.0946
H  -2.6062  -0.8117  -1.3276
C  -0.1775  3.3997  1.2321
P  0.3501  1.9404  2.1493
C  -0.7784  1.7964  3.5507
C  1.9708  2.3152  2.8384
H  -0.3171  4.2182  1.9417
H  -1.1146  3.2191  0.7060
H  0.5901  3.6854  0.5161
H  -0.6877  2.7002  4.1562
H  -0.5113  0.9404  4.1706
H  -1.8138  1.7028  3.2233
H  1.9249  3.2813  3.3446
H  2.7219  2.3531  2.0504
H  2.2550  1.5553  3.5668

Its multiplicity is 2. As for the LUMO energy (spin up / spin down): -9.3 / -12.3 eV. The calculation puts the HOMO energy (spin up / spin down) at -17.31 / -17.34 eV. As for the net charge: +3.

Which charges does Löwdin predict for the atoms? In e, they are: atom 1 (Ir): 1.156, atom 2 (Br): 0.945, atom 3 (C): -0.653, atom 4 (C): -0.056, atom 5 (C): -0.141, atom 6 (N): -0.097, atom 7 (C): -0.180, atom 8 (C): -0.007, atom 9 (C): -0.177, atom 10 (C): -0.007, atom 11 (C): -0.643, atom 12 (Br): 0.957, atom 13 (C): -0.031, atom 14 (C): -0.064, atom 15 (N): -0.064, atom 16 (H): 0.131, atom 17 (H): 0.100, atom 18 (H): 0.124, atom 19 (H): 0.124, atom 20 (H): 0.135, atom 21 (H): 0.122, atom 22 (O): -0.180, atom 23 (S): 0.567, atom 24 (O): -0.407, atom 25 (O): -0.469, atom 26 (C): -0.283, atom 27 (C): 0.007, atom 28 (C): 0.009, atom 29 (C): -0.002, atom 30 (C): -0.038, atom 31 (C): -0.331, atom 32 (P): 1.087, atom 33 (C): -0.355, atom 34 (C): -0.057, atom 35 (C): -0.015, atom 36 (C): 0.008, atom 37 (C): -0.031, atom 38 (C): -0.105, atom 39 (C): -0.328, atom 40 (C): -0.051, atom 41 (C): -0.019, atom 42 (C): -0.010, atom 43 (C): -0.033, atom 44 (C): -0.092, atom 45 (H): 0.137, atom 46 (H): 0.136, atom 47 (H): 0.134, atom 48 (H): 0.129, atom 49 (H): 0.106, atom 50 (H): 0.131, atom 51 (H): 0.134, atom 52 (H): 0.132, atom 53 (H): 0.121, atom 54 (H): 0.114, atom 55 (H): 0.130, atom 56 (H): 0.131, atom 57 (H): 0.124, atom 58 (H): 0.074, atom 59 (C): -0.202, atom 60 (P): 0.738, atom 61 (C): -0.196, atom 62 (C): -0.201, atom 63 (H): 0.082, atom 64 (H): 0.052, atom 65 (H): 0.049, atom 66 (H): 0.081, atom 67 (H): 0.059, atom 68 (H): 0.056, atom 69 (H): 0.081, atom 70 (H): 0.059, atom 71 (H): 0.061

---

The following is a quantum chemistry calculation of a molecular structure, C38H40AsN3O2SSe2Ti in a non-equilibrium geometry, from the OMol25 dataset.

Positions of all 88 atoms, in Å:
Ti  -0.4105  -0.0306  -0.2572
O  -5.6832  -0.5991  -2.8660
C  -5.0691  -1.8803  -2.9967
C  -3.6521  -1.8307  -2.4122
C  -3.1761  -3.2946  -2.4996
O  -1.7878  -3.5492  -2.3355
C  -3.7682  -1.2541  -0.9965
Se  -2.2894  -1.6525  0.2011
C  -2.8330  -0.9027  -3.2970
Se  -0.9872  -0.3966  -2.8054
H  -6.5719  -0.6413  -3.2243
H  -5.0134  -2.1785  -4.0497
H  -5.6438  -2.6439  -2.4565
H  -3.5050  -3.6746  -3.4762
H  -3.6821  -3.8819  -1.7310
H  -1.2923  -2.9737  -2.9273
H  -4.6565  -1.6451  -0.5055
H  -3.8623  -0.1741  -1.0338
H  -3.3602  0.0399  -3.3933
H  -2.7270  -1.3321  -4.2941
S  -1.8059  1.6913  0.8811
C  -1.3323  1.9987  2.5400
C  -1.8801  3.1242  3.1785
C  -1.6421  3.3650  4.5176
C  -0.8522  2.4932  5.2680
C  -0.2887  1.3972  4.6450
C  -0.4995  1.1633  3.2851
As  0.1652  -0.4341  2.4256
C  -0.8581  -1.7017  3.5198
C  -2.2230  -1.4422  3.6238
C  -3.0318  -2.2657  4.3910
C  -2.4882  -3.3571  5.0584
C  -1.1300  -3.6152  4.9591
C  -0.3160  -2.7912  4.1889
C  1.9656  -0.6014  3.1440
C  2.6445  -1.8118  2.9951
C  3.9458  -1.9553  3.4550
C  4.5932  -0.8771  4.0439
C  3.9431  0.3461  4.1420
C  2.6372  0.4869  3.6880
H  -2.5032  3.7958  2.5993
H  -2.0808  4.2369  4.9883
H  -0.6851  2.6643  6.3243
H  0.3106  0.7044  5.2218
H  -2.6573  -0.5946  3.1134
H  -4.0916  -2.0534  4.4630
H  -3.1210  -4.0000  5.6596
H  -0.6945  -4.4545  5.4866
H  0.7405  -2.9997  4.1489
H  2.1731  -2.6394  2.4828
H  4.4583  -2.9030  3.3380
H  5.6049  -0.9867  4.4151
H  4.4543  1.2010  4.5676
H  2.1495  1.4494  3.7531
C  4.0507  -0.4541  0.3428
N  3.2263  0.2998  -0.5868
C  4.0222  0.7070  -1.7361
C  2.6008  1.4366  0.0869
C  1.6474  2.2051  -0.8012
C  2.1197  3.4072  -1.3407
C  1.3278  4.1873  -2.1565
C  0.0217  3.7783  -2.4155
C  -0.4480  2.5977  -1.8773
C  0.3425  1.7567  -1.0702
H  4.9078  0.1348  0.7102
H  4.4404  -1.3491  -0.1504
H  3.4592  -0.7647  1.2026
H  4.8442  1.3836  -1.4499
H  3.4021  1.2139  -2.4731
H  4.4616  -0.1808  -2.1996
H  3.3698  2.1233  0.4722
H  2.0765  1.0489  0.9610
H  3.1318  3.7256  -1.1078
H  1.7145  5.1077  -2.5801
H  -0.6298  4.3852  -3.0334
H  -1.4738  2.3323  -2.0694
N  2.1548  -6.6676  -2.4554
C  1.8964  -5.6407  -2.0089
C  1.5767  -4.3446  -1.4521
C  0.9424  -4.2442  -0.2226
C  0.6423  -2.9886  0.2501
N  0.9423  -1.8556  -0.4058
C  1.5667  -1.9711  -1.5852
C  1.9070  -3.1905  -2.1394
H  0.6668  -5.1238  0.3420
H  0.1218  -2.8883  1.1888
H  1.8487  -1.0558  -2.0718
H  2.3951  -3.2300  -3.1030

As for the LUMO energy: -1.0 eV. The calculation puts the HOMO energy at -6.88 eV.

Which charges does Löwdin predict for the atoms? In e, they are: atom 1 (Ti): 0.311, atom 2 (O): -0.049, atom 3 (C): -0.226, atom 4 (C): -0.570, atom 5 (C): -0.229, atom 6 (O): -0.115, atom 7 (C): -0.482, atom 8 (Se): 0.706, atom 9 (C): -0.475, atom 10 (Se): 0.757, atom 11 (H): 0.090, atom 12 (H): 0.126, atom 13 (H): 0.131, atom 14 (H): 0.124, atom 15 (H): 0.129, atom 16 (H): 0.018, atom 17 (H): 0.069, atom 18 (H): 0.064, atom 19 (H): 0.062, atom 20 (H): 0.070, atom 21 (S): 0.664, atom 22 (C): -0.657, atom 23 (C): -0.116, atom 24 (C): -0.082, atom 25 (C): -0.089, atom 26 (C): -0.122, atom 27 (C): -0.414, atom 28 (As): 1.310, atom 29 (C): -0.363, atom 30 (C): -0.142, atom 31 (C): -0.067, atom 32 (C): -0.082, atom 33 (C): -0.083, atom 34 (C): -0.099, atom 35 (C): -0.376, atom 36 (C): -0.159, atom 37 (C): -0.080, atom 38 (C): -0.075, atom 39 (C): -0.064, atom 40 (C): -0.106, atom 41 (H): 0.100, atom 42 (H): 0.104, atom 43 (H): 0.101, atom 44 (H): 0.107, atom 45 (H): 0.087, atom 46 (H): 0.109, atom 47 (H): 0.104, atom 48 (H): 0.103, atom 49 (H): 0.081, atom 50 (H): 0.089, atom 51 (H): 0.111, atom 52 (H): 0.106, atom 53 (H): 0.108, atom 54 (H): 0.102, atom 55 (C): -0.092, atom 56 (N): -0.270, atom 57 (C): -0.091, atom 58 (C): -0.177, atom 59 (C): -0.243, atom 60 (C): -0.068, atom 61 (C): -0.083, atom 62 (C): -0.081, atom 63 (C): -0.220, atom 64 (C): -0.329, atom 65 (H): 0.097, atom 66 (H): 0.092, atom 67 (H): 0.041, atom 68 (H): 0.093, atom 69 (H): 0.086, atom 70 (H): 0.085, atom 71 (H): 0.127, atom 72 (H): 0.073, atom 73 (H): 0.109, atom 74 (H): 0.100, atom 75 (H): 0.103, atom 76 (H): 0.059, atom 77 (N): 0.176, atom 78 (C): -0.151, atom 79 (C): -0.197, atom 80 (C): 0.017, atom 81 (C): -0.187, atom 82 (N): -0.045, atom 83 (C): -0.168, atom 84 (C): 0.017, atom 85 (H): 0.134, atom 86 (H): 0.054, atom 87 (H): 0.086, atom 88 (H): 0.132

---

The following is a quantum chemistry calculation of a molecular structure, C5H9CaO3 in a non-equilibrium geometry, from the OMol25 dataset.

Positions of all 18 atoms, in Å:
H  -1.1758  -0.4375  1.0088
O  0.0247  -0.9757  -0.4717
O  0.7864  -0.9696  1.6994
O  0.3256  1.0365  0.5832
C  -1.0091  -1.6928  -0.7086
C  1.7165  -0.4162  2.3242
C  -0.9202  -2.7594  -1.6967
C  2.4814  -1.1332  3.3294
C  -0.0699  -0.1178  0.7482
H  -2.0056  -1.2887  -0.4775
H  1.9450  0.6314  2.0753
H  -1.3558  -3.6707  -1.2591
H  -1.6014  -2.4759  -2.5208
H  0.0964  -2.9073  -2.0704
H  3.5437  -1.0593  3.0396
H  2.4031  -0.5587  4.2664
H  2.1593  -2.1685  3.4555
Ca  0.3535  3.0925  -0.0654

Its multiplicity is 2. As for the LUMO energy (spin up / spin down): -9.2 / -9.1 eV. The calculation puts the HOMO energy (spin up / spin down) at -11.96 / -17.87 eV. As for the net charge: +2.

Which charges does Löwdin predict for the atoms? In e, they are: atom 1 (H): 0.199, atom 2 (O): 0.006, atom 3 (O): 0.155, atom 4 (O): -0.298, atom 5 (C): -0.234, atom 6 (C): -0.064, atom 7 (C): -0.039, atom 8 (C): 0.035, atom 9 (C): -0.462, atom 10 (H): 0.133, atom 11 (H): 0.151, atom 12 (H): 0.103, atom 13 (H): 0.103, atom 14 (H): 0.099, atom 15 (H): 0.133, atom 16 (H): 0.132, atom 17 (H): 0.121, atom 18 (Ca): 1.727

---

The following is a quantum chemistry calculation of 2 unconnected molecules or ions with the total composition C2H9NO in a non-equilibrium geometry, from the OMol25 dataset.

Positions of all 13 atoms, in Å:
C  2.1115  0.3834  0.0443
C  -1.7439  0.5001  -0.0155
H  0.7724  -1.0898  -0.0673
H  3.2264  0.4243  -0.5397
H  1.4517  1.0840  -0.5857
H  2.2228  0.8102  1.2064
H  -1.4423  -1.2288  0.9616
H  -1.6518  -1.5072  -0.7266
H  -1.1372  0.8267  -0.9336
H  -2.8305  0.6574  -0.2308
H  -1.4715  0.9431  0.8652
N  -1.2242  -0.8898  0.0570
O  1.7167  -0.9137  -0.0353

As for the LUMO energy: 0.9 eV. The calculation puts the HOMO energy at -9.57 eV. As for the SMILES: CN.CO.

Which charges does Löwdin predict for the atoms? In e, they are: atom 1 (C): -0.266, atom 2 (C): -0.167, atom 3 (H): 0.019, atom 4 (H): 0.123, atom 5 (H): 0.066, atom 6 (H): 0.111, atom 7 (H): 0.046, atom 8 (H): 0.122, atom 9 (H): 0.091, atom 10 (H): 0.076, atom 11 (H): 0.034, atom 12 (N): -0.093, atom 13 (O): -0.163

---

The following is a quantum chemistry calculation of a single C5H7FINO molecule in a non-equilibrium geometry, from the OMol25 dataset.

Positions of all 16 atoms, in Å:
C  2.7110  -0.4614  0.4650
C  0.6312  -0.2419  -0.7835
C  2.1600  -0.2880  -0.9070
C  0.1679  0.4640  0.5098
C  -1.2318  0.2080  0.8295
N  0.9558  -0.2172  1.5693
O  3.7053  -0.4268  1.0452
F  2.7430  0.7784  -1.4872
I  1.7381  0.7693  3.1595
H  0.1484  0.3411  -1.5253
H  0.1084  -1.2345  -0.8067
H  2.4756  -1.2254  -1.4731
H  0.2615  1.6868  0.4965
H  -1.3396  -0.7658  1.3212
H  -1.9513  0.1521  0.0663
H  -1.7186  0.9505  1.4820

As for the LUMO energy (spin up / spin down): 0.0 / 0.0 eV. The calculation puts the HOMO energy (spin up / spin down) at -8.25 / -8.25 eV.

Which charges does Löwdin predict for the atoms? In e, they are: atom 1 (C): -0.197, atom 2 (C): -0.099, atom 3 (C): -0.301, atom 4 (C): -0.567, atom 5 (C): -0.128, atom 6 (N): -0.523, atom 7 (O): 0.127, atom 8 (F): 0.061, atom 9 (I): 0.780, atom 10 (H): 0.109, atom 11 (H): 0.146, atom 12 (H): 0.180, atom 13 (H): 0.174, atom 14 (H): 0.090, atom 15 (H): 0.059, atom 16 (H): 0.088

---

The following is a quantum chemistry calculation of a molecular structure, C31H18BrCoF7N2P in a non-equilibrium geometry, from the OMol25 dataset.

Positions of all 61 atoms, in Å:
Co  1.1040  -0.5346  -0.5179
C  5.3326  -1.1014  -0.5442
C  3.9715  -1.3920  -0.6558
N  3.0566  -0.4408  -0.7916
C  3.4640  0.8482  -0.8299
C  4.7908  1.2342  -0.7241
C  5.7425  0.2083  -0.5649
C  5.1113  2.6368  -0.7539
C  4.1359  3.5623  -0.8515
C  2.7529  3.1693  -0.9363
C  1.6787  4.0767  -0.9694
C  0.3927  3.6031  -1.0364
C  0.1697  2.2246  -1.0677
N  1.1654  1.3475  -1.0301
C  2.4372  1.8184  -0.9549
H  6.0404  -1.9113  -0.4362
H  3.6301  -2.4192  -0.6416
H  6.7905  0.4617  -0.4516
H  6.1507  2.9328  -0.6883
H  4.3762  4.6183  -0.8579
H  1.8764  5.1421  -0.9317
H  -0.4543  4.2754  -1.0635
H  -0.8325  1.8330  -1.1547
F  -2.8439  -6.2749  -1.7670
C  -2.5035  -5.0524  -1.4390
C  -3.4613  -4.1429  -1.0388
F  -4.7244  -4.5027  -0.9738
C  -3.0878  -2.8547  -0.6865
F  -4.0531  -2.0425  -0.2680
C  -1.7646  -2.4436  -0.7301
P  -1.2009  -0.8129  -0.1841
C  -1.0043  -1.0864  1.6345
C  -0.1187  0.0459  2.1001
C  0.0090  0.1520  3.5993
C  -0.9627  -0.3167  4.3634
C  -2.1372  -0.9832  3.7736
C  -2.1917  -1.3245  2.4905
C  -2.4845  0.3787  -0.5410
C  -2.7665  0.5883  -1.8958
C  -3.7540  1.4892  -2.2615
C  -4.4430  2.1914  -1.2786
C  -4.1475  1.9963  0.0627
C  -3.1637  1.0934  0.4412
C  -0.8321  -3.3840  -1.1453
Br  1.0050  -2.9542  -1.2680
C  -1.1732  -4.6669  -1.4887
F  -0.2566  -5.5419  -1.8742
H  -0.5716  0.9800  1.7363
H  0.8668  0.6744  4.0047
H  -0.9154  -0.1969  5.4382
H  -2.9722  -1.2263  4.4213
H  -3.0317  -1.8754  2.0869
H  -2.2253  0.0394  -2.6620
H  -3.9874  1.6424  -3.3074
H  -5.2191  2.8910  -1.5614
H  -4.6964  2.5390  0.8217
H  -2.9595  0.9319  1.4917
F  -0.2289  -2.2814  1.6206
C  1.2202  -0.0167  1.3968
F  2.0301  -0.9890  1.8231
F  1.8683  1.1436  1.5188

As for the LUMO energy (spin up / spin down): -7.3 / -7.2 eV. The calculation puts the HOMO energy (spin up / spin down) at -14.54 / -14.54 eV. As for the net charge: +2.

Which charges does Löwdin predict for the atoms? In e, they are: atom 1 (Co): 0.297, atom 2 (C): 0.010, atom 3 (C): -0.076, atom 4 (N): 0.038, atom 5 (C): -0.144, atom 6 (C): -0.107, atom 7 (C): 0.057, atom 8 (C): 0.025, atom 9 (C): 0.024, atom 10 (C): -0.111, atom 11 (C): 0.055, atom 12 (C): 0.012, atom 13 (C): -0.053, atom 14 (N): 0.055, atom 15 (C): -0.146, atom 16 (H): 0.130, atom 17 (H): 0.089, atom 18 (H): 0.141, atom 19 (H): 0.135, atom 20 (H): 0.134, atom 21 (H): 0.141, atom 22 (H): 0.129, atom 23 (H): 0.084, atom 24 (F): 0.197, atom 25 (C): -0.113, atom 26 (C): -0.118, atom 27 (F): 0.184, atom 28 (C): -0.188, atom 29 (F): 0.132, atom 30 (C): -0.274, atom 31 (P): 1.159, atom 32 (C): -0.488, atom 33 (C): -0.202, atom 34 (C): -0.004, atom 35 (C): -0.030, atom 36 (C): -0.015, atom 37 (C): -0.036, atom 38 (C): -0.392, atom 39 (C): -0.103, atom 40 (C): -0.040, atom 41 (C): -0.033, atom 42 (C): -0.035, atom 43 (C): -0.062, atom 44 (C): -0.512, atom 45 (Br): 1.104, atom 46 (C): -0.243, atom 47 (F): 0.123, atom 48 (H): 0.161, atom 49 (H): 0.133, atom 50 (H): 0.124, atom 51 (H): 0.127, atom 52 (H): 0.120, atom 53 (H): 0.122, atom 54 (H): 0.122, atom 55 (H): 0.123, atom 56 (H): 0.123, atom 57 (H): 0.104, atom 58 (F): -0.019, atom 59 (C): -0.431, atom 60 (F): 0.131, atom 61 (F): 0.128